This record from the Open Molecules 2025 dataset describes a cluster of 2 separate species, C2H9N2 in total in a non-equilibrium geometry. The level of theory is the ωB97M-V functional and the def2-TZVPD basis.

Output
F_max = 5.08 eV Å⁻¹
Total charge = +1
HOMO-LUMO gap = 8.9 eV
Electronic energy = -5192.4025 eV
LUMO level = -4.8 eV
Energy relative to the best compared isomer or geometry (same formula, charge and spin) = 149.7 kJ/mol
2S+1 = 1

Structure (XYZ):
```
13
Properties=species:S:1:pos:R:3:forces:R:3:mulliken_charge:R:1
C -0.1779 -3.8863 4.5584 -2.153 -3.101 2.407 -0.915
H -0.0660 -5.0280 4.4661 -0.244 1.393 0.351 0.217
H -0.9046 -3.6944 3.7425 1.430 0.980 0.084 0.240
H -0.8074 -3.7390 5.5404 1.211 -0.289 -1.759 0.203
H 0.8401 -3.5933 4.8092 -0.245 1.018 -1.086 0.255
N -0.3966 2.3621 -3.9656 2.229 4.180 1.835 -0.302
C 0.3474 2.0556 -2.9299 -0.190 0.246 2.952 0.252
N 0.7478 2.9510 -1.9442 -1.141 -2.082 -3.766 -0.358
H -0.5455 3.4086 -4.0070 -0.524 -1.826 -0.716 0.248
H -1.0640 1.7343 -4.2821 -1.154 -1.370 -1.276 0.276
H 0.5091 0.9759 -2.7539 0.067 0.745 0.117 0.342
H 0.9583 2.5108 -1.0413 0.294 1.031 -0.498 0.287
H 0.5592 3.9427 -2.1926 0.419 -0.924 1.356 0.255
```
Forces are in eV/Å.